The following is a quantum chemistry calculation of 5 unconnected molecules or ions with the total composition C22H44BN2O17P in a non-equilibrium geometry, from the Open Molecules 2025 dataset.

```
87
Properties=species:S:1:pos:R:3:mulliken_charge:R:1
C -0.04 -1.10 0.14 -0.75
N 0.73 -1.62 -1.01 0.13
C 1.79 -2.56 -0.64 -1.12
C 1.19 -0.56 -1.86 0.19
O 0.71 -0.40 -2.95 -0.54
C 2.29 0.37 -1.35 -0.40
B 2.66 1.50 -2.39 -0.03
C 3.12 1.11 -3.84 -0.43
P 4.09 2.29 -4.81 0.82
O 3.34 2.83 -5.95 -0.69
O 5.43 1.52 -5.22 -0.53
O 4.68 3.46 -3.86 -0.54
N 2.52 2.90 -1.95 -0.46
C 3.37 3.27 -1.14 0.77
O 4.12 3.74 -0.39 -0.48
H -1.08 -1.40 0.04 0.22
H 0.00 -0.02 0.24 0.14
H 0.33 -1.54 1.07 0.40
H 1.38 -3.30 0.03 0.45
H 2.14 -3.05 -1.55 0.38
H 2.65 -2.05 -0.18 0.37
H 1.94 0.82 -0.41 0.29
H 3.16 -0.24 -1.08 0.42
H 2.21 0.96 -4.41 0.28
H 3.65 0.16 -3.83 0.44
H 6.18 1.82 -4.68 0.32
H 4.13 4.24 -4.02 0.33
C 2.45 4.28 3.90 -1.31
C 1.65 3.92 2.67 0.03
O 1.24 2.54 2.69 -0.30
C 0.20 2.28 3.47 0.78
O -0.41 3.07 4.14 -0.56
O -0.05 0.97 3.40 -0.27
C -1.11 0.53 4.26 -0.75
H 3.30 3.60 4.02 0.30
H 2.84 5.30 3.81 0.40
H 1.84 4.22 4.80 0.34
H 2.27 4.02 1.78 0.26
H 0.78 4.56 2.55 0.18
H -2.00 1.13 4.13 0.34
H -0.78 0.57 5.30 0.32
H -1.31 -0.50 3.99 0.24
C -2.56 4.73 1.44 -0.90
C -3.76 3.95 0.98 -0.14
O -3.76 3.76 -0.45 -0.38
C -2.96 2.77 -0.87 0.76
O -2.31 2.03 -0.18 -0.51
O -3.04 2.72 -2.20 -0.38
C -2.25 1.69 -2.79 -0.45
H -2.49 5.68 0.90 0.34
H -2.63 4.94 2.51 0.41
H -1.64 4.17 1.27 0.03
H -4.68 4.50 1.19 0.34
H -3.83 2.98 1.48 0.20
H -2.46 0.73 -2.34 0.26
H -1.19 1.92 -2.69 0.13
H -2.51 1.66 -3.84 0.29
C 2.49 -6.48 -6.60 -1.12
C 2.46 -5.50 -5.45 -0.16
O 2.73 -6.14 -4.19 -0.35
C 4.01 -6.40 -3.95 0.78
O 4.94 -6.13 -4.65 -0.55
O 4.08 -7.01 -2.76 -0.33
C 5.41 -7.40 -2.38 -0.65
H 1.81 -7.31 -6.41 0.30
H 2.19 -5.99 -7.53 0.35
H 3.49 -6.89 -6.74 0.31
H 1.47 -5.06 -5.34 0.29
H 3.17 -4.68 -5.61 0.32
H 6.09 -6.56 -2.44 0.30
H 5.76 -8.20 -3.02 0.29
H 5.34 -7.75 -1.36 0.22
C -5.91 -1.33 7.14 -1.10
C -6.00 0.14 6.78 -0.21
O -5.39 0.41 5.51 -0.31
C -6.14 0.11 4.44 0.66
O -7.25 -0.34 4.46 -0.56
O -5.43 0.40 3.35 -0.18
C -6.07 0.08 2.12 -0.61
H -4.87 -1.67 7.09 0.28
H -6.28 -1.50 8.14 0.37
H -6.49 -1.94 6.45 0.32
H -5.44 0.74 7.49 0.31
H -7.03 0.49 6.78 0.32
H -7.06 0.53 2.06 0.35
H -6.15 -1.00 1.98 0.32
H -5.44 0.50 1.34 0.07
```

Properties
* E_LUMO: 0.1 eV
* largest force on an atom: 1.46 eV Å⁻¹
* structure (SMILES): CN(C)C(=O)CB(CP(=O)(O)O)N=C=O.CCOC(=O)OC.CCOC(=O)OC.CCOC(=O)OC.CCOC(=O)OC
* HOMO: -9.12 eV
* Kohn-Sham gap: 9.2549 eV